A molecular structure, C22H51NO16Si2 in a non-equilibrium geometry, computed with ωB97M-V/def2-TZVPD.

```
! RIJCOSX wB97M-V def2-TZVPD def2/J DEFGRID3
* xyz 0 1
N -0.931 -1.631 2.302
C -0.784 -0.509 1.405
C -1.852 0.636 1.418
Si -3.155 0.663 2.773
O -4.700 0.749 2.105
Si -5.133 -0.636 1.263
H -1.783 -2.149 2.168
H -0.773 -1.410 3.271
H 0.197 -0.077 1.552
H -0.775 -0.918 0.400
H -1.322 1.582 1.451
H -2.372 0.640 0.464
H -2.972 1.802 3.697
H -3.144 -0.559 3.601
H -4.028 -1.611 1.355
H -5.303 -0.254 -0.151
H -6.371 -1.202 1.821
C 2.117 -3.199 -0.611
C 2.251 -1.837 -1.259
O 3.129 -0.976 -0.511
C 4.427 -1.184 -0.701
O 4.913 -1.997 -1.446
O 5.104 -0.337 0.074
C 6.525 -0.478 0.006
H 1.812 -3.093 0.431
H 1.371 -3.795 -1.136
H 3.062 -3.740 -0.633
H 1.288 -1.330 -1.264
H 2.593 -1.917 -2.290
H 6.873 -0.430 -1.024
H 6.834 -1.419 0.459
H 6.941 0.351 0.570
C -1.949 8.224 0.958
C -2.668 7.774 -0.294
O -2.789 6.344 -0.339
C -3.766 5.829 0.408
O -4.557 6.450 1.068
O -3.712 4.503 0.297
C -4.677 3.797 1.089
H -0.991 7.713 1.046
H -1.773 9.299 0.936
H -2.535 7.992 1.847
H -2.095 8.040 -1.180
H -3.651 8.234 -0.380
H -5.683 4.162 0.897
H -4.438 3.898 2.147
H -4.616 2.756 0.805
C 4.184 -8.920 -4.382
C 5.262 -8.978 -3.321
O 6.097 -7.812 -3.349
C 5.588 -6.731 -2.755
O 4.527 -6.671 -2.187
O 6.459 -5.736 -2.887
C 6.023 -4.489 -2.326
H 4.627 -8.749 -5.363
H 3.627 -9.856 -4.406
H 3.486 -8.109 -4.182
H 5.935 -9.813 -3.507
H 4.837 -9.104 -2.326
H 5.722 -4.616 -1.290
H 5.199 -4.081 -2.901
H 6.867 -3.810 -2.376
C -5.673 -3.567 -5.134
C -5.814 -4.835 -4.321
O -4.677 -5.048 -3.468
C -4.669 -4.341 -2.342
O -5.525 -3.580 -1.970
O -3.545 -4.626 -1.680
C -3.395 -3.898 -0.461
H -4.734 -3.573 -5.688
H -6.497 -3.479 -5.841
H -5.678 -2.688 -4.490
H -5.844 -5.705 -4.973
H -6.725 -4.830 -3.725
H -4.272 -4.011 0.172
H -3.223 -2.843 -0.674
H -2.527 -4.309 0.047
C 0.299 5.684 3.025
C 0.360 6.260 4.423
O 1.707 6.303 4.920
C 2.444 7.319 4.477
O 2.078 8.196 3.738
O 3.664 7.206 5.004
C 4.585 8.215 4.585
H 0.785 4.708 2.992
H -0.738 5.573 2.707
H 0.809 6.332 2.313
H -0.182 5.626 5.121
H -0.080 7.256 4.464
H 4.176 9.209 4.750
H 4.833 8.087 3.533
H 5.478 8.083 5.188
*
```

Computed properties:
HOMO level, eV: -9.3
Maximum force, hartree/bohr: 0.0208

Löwdin atomic charge list, values in e, 4 entries:
1 N -0.024
2 C -0.330
3 C -0.276
4 Si 0.491